Record 1
6
Properties=species:S:1:pos:R:3:forces:R:3 method="wB97M-V/def2-TZVPD" orbital_gap_ev=9.26 energy_ha=-753.43456 mol_weight_g_mol=110.070 relative_energy_kcal_mol=0.0 total_charge=+1
N -1.699762 0.026065 -0.042239 -0.7 -0.9 0.4
O -1.601976 1.093632 0.180171 0.6 2.2 0.1
O 2.513505 0.907747 -0.229457 0.1 -3.0 0.5
O 0.635346 -0.515321 0.227407 1.6 -1.0 -0.1
O -1.950436 -1.037502 -0.191159 0.1 -1.2 -0.5
S 2.103322 -0.474621 0.055278 -1.7 3.9 -0.4



Record 2
62
Properties=species:S:1:pos:R:3:forces:R:3 method="wB97M-V/def2-TZVPD" orbital_gap_ev=7.64 energy_ha=-1325.97584 mol_weight_g_mol=397.305 total_charge=+1
C -2.183029 -1.711183 -4.473120 -0.3 -0.9 -0.2
O -1.830800 -0.369678 -4.918507 1.4 0.8 2.3
B -1.013682 0.326705 -3.973511 0.5 -0.3 -1.8
O 0.194662 0.945567 -4.479712 -1.3 -1.2 1.1
C -1.369956 0.520149 -2.379686 -0.7 -0.3 -0.3
N -0.514721 -0.292352 -1.458951 0.1 0.7 0.3
C 0.156654 0.532008 -0.410390 0.2 -0.4 0.3
C 1.103920 -0.361367 0.563818 0.1 0.1 0.1
C 0.406328 -0.551386 2.017446 -0.1 1.0 -0.7
C -0.990493 -1.343235 1.957120 -0.3 0.6 1.5
N -0.881739 -2.785285 2.357145 -0.7 0.4 -1.5
C -0.715551 -3.658681 1.163506 1.1 -0.9 -0.9
C 0.784806 -4.269416 1.062564 1.1 -0.4 -0.3
C 1.691513 -4.245086 2.313468 2.0 -1.8 -3.9
C 3.137767 -4.809031 2.165992 -2.4 0.1 -2.6
C 3.631316 -5.381309 0.797547 -3.8 1.5 0.6
C 2.667966 -5.398976 -0.420575 -1.1 1.2 2.2
C 1.216076 -4.820201 -0.337440 2.9 -0.3 3.6
O 0.376510 -4.817222 -1.490390 0.9 0.1 2.0
C 0.950887 1.708551 -1.162113 1.7 -1.8 1.6
N -0.028576 2.686153 -1.742839 0.2 0.5 0.5
C -1.367028 2.103977 -2.100039 -2.4 -0.7 -1.5
O -2.335064 2.503102 -1.108468 1.1 -1.1 -0.5
H -2.378955 -2.331481 -5.420982 0.5 0.9 1.5
H -1.304193 -2.132378 -3.878559 -1.3 0.1 -0.8
H -3.131417 -1.761265 -3.839619 1.2 0.3 -0.8
H 0.988184 0.660508 -3.981034 -0.7 0.4 -0.4
H -2.465982 0.156409 -2.260642 1.5 0.9 0.0
H 0.144839 -0.906254 -1.955745 -0.3 0.6 0.4
H -0.680381 0.930605 0.284099 1.3 -0.2 -1.3
H 1.314150 -1.386212 0.106753 -0.4 1.3 0.5
H 2.134390 0.150705 0.683236 -1.7 -0.7 -0.1
H 0.154056 0.516963 2.381793 0.5 -1.5 -0.5
H 1.153431 -0.982969 2.762616 -1.2 0.3 -1.1
H -1.692786 -0.862929 2.743237 1.2 -0.6 -1.2
H -1.501637 -1.183333 0.944503 0.8 -0.3 1.2
H -1.694926 -3.067053 2.928340 0.7 0.3 -0.7
H -1.486510 -4.510408 1.127412 1.1 1.1 0.3
H -0.856583 -3.073481 0.172880 0.0 -0.6 1.6
H 1.346840 -3.808874 3.306891 0.3 -0.7 -1.7
H 3.790190 -4.778764 3.099739 -0.8 -0.2 -1.7
H 4.693625 -5.782442 0.686050 -1.8 0.6 0.2
H 3.024512 -5.843363 -1.416562 -0.6 0.8 1.7
H -0.568839 -4.755088 -1.236562 0.9 -0.1 0.1
H 1.617173 1.214026 -1.966913 -1.3 1.0 1.1
H 1.690409 2.187844 -0.421241 -1.5 -0.1 -1.3
H 0.359531 3.168890 -2.569707 -0.1 -0.3 0.4
H -0.201635 3.436710 -1.023063 0.4 -0.4 -0.4
H -1.688271 2.606099 -3.092743 0.6 -0.6 1.6
H -2.791459 1.689331 -0.792727 0.5 0.8 -0.3
C 0.449306 4.350509 1.486704 -0.6 0.6 1.1
O 0.856896 4.612417 0.360694 -0.3 -0.1 -0.5
N -0.186033 5.219675 2.311786 0.6 -1.0 -0.7
C -0.640127 4.835707 3.634552 0.0 0.2 0.0
C -0.418780 6.578231 1.855773 0.1 0.1 -0.3
H 0.575276 3.348702 1.928594 0.0 0.0 0.1
H -1.722500 4.972489 3.693073 0.1 0.0 0.1
H -0.151842 5.471143 4.377093 -0.1 -0.1 0.1
H -0.399742 3.792115 3.843908 0.0 0.1 -0.1
H -1.022421 6.551778 0.945359 0.0 0.2 0.1
H 0.540373 7.047913 1.625992 -0.2 0.1 0.0
H -0.935926 7.155725 2.622155 0.1 -0.2 0.0